The molecule C7H6N4S. Source: OMol25; level of theory: wB97M-V/def2-TZVPD.

Each atom is followed by the atoms it is bonded to, with distances in Å.
Atoms and positions in Å:
1 C -3.1298 -0.8049 -0.2369  C5 1.453, N8 1.152
2 C 0.3984 2.1969 -0.2098  C6 1.483, N9 1.157
3 C -1.1723 0.4988 -0.8206  C5 1.365, C6 1.560, H13 1.161
4 C -0.9347 -0.9580 1.0654  C5 1.451, N10 1.252, H14 1.113
5 C -1.7825 -0.3489 0.0579  C1 1.453, C3 1.365, C4 1.451
6 C 0.3522 0.8257 -0.7720  C2 1.483, C3 1.560, C7 1.613, H15 1.128
7 C 1.1285 -0.1403 0.2605  C6 1.613, N10 1.428, N11 1.371, S12 2.051
8 N -4.1805 -1.1835 -0.5176  C1 1.152
9 N 0.5850 3.1690 0.3892  C2 1.157
10 N 0.2842 -0.7346 1.2469  C4 1.252, C7 1.428
11 N 2.2955 0.4513 0.6706  C7 1.371, H16 1.031, H17 1.034
12 S 1.4297 -1.7008 -1.0364  C7 2.051, H18 1.276
13 H -1.7645 1.2935 -1.4261  C3 1.161
14 H -1.5838 -1.4608 1.8164  C4 1.113
15 H 0.7188 0.8404 -1.8383  C6 1.128
16 H 2.7382 0.1878 1.5636  N11 1.031
17 H 3.0391 0.4900 -0.0469  N11 1.034
18 H 1.5787 -2.6215 -0.1659  S12 1.276

The LUMO energy is -1.2 eV. For the relative energy (zero: lowest compared OMol25 entry of this formula, charge and spin), the calculation gives 305.32 kJ/mol. Its molar mass is 178.2 Da. The structure (SMILES) is N#CC1=C[C@@H](C#N)[C@](N)(S)N=C1. The largest force on an atom comes out at 3.8 eV Å⁻¹. The HOMO-LUMO gap is 0.308 Eh. The calculation puts the HOMO energy at -9.60 eV.

Results of the natural (NBO) charge analysis, in e, for atoms 1 through 8:
1. C 0.26
2. C 0.26
3. C 0.01
4. C 0.15
5. C -0.24
6. C -0.42
7. C 0.33
8. N -0.27

A cluster of 7 separate species, C7H12Cl16 in total. Source: OMol25; level of theory: wB97M-V/def2-TZVPD.

Each atom is followed by the atoms it is bonded to, with distances in Å.
Atoms and positions in Å:
1 C 0.2712 -0.2381 0.1446  Cl2 1.759, Cl3 1.771, Cl4 1.760, H5 1.083
2 Cl 1.9009 -0.1697 -0.5132  C1 1.759
3 Cl -0.8945 -0.5778 -1.1453  C1 1.771
4 Cl -0.1570 1.2583 0.9657  C1 1.760
5 H 0.1963 -1.0351 0.8748  C1 1.083
6 C -0.0735 -4.9678 -0.4825  Cl7 1.750, Cl8 1.776, Cl9 1.782, H10 1.081
7 Cl -0.8762 -5.6896 0.8944  C6 1.750
8 Cl 0.9865 -3.6458 0.0487  C6 1.776
9 Cl -1.2040 -4.3943 -1.7354  C6 1.782
10 H 0.5524 -5.7089 -0.9600  C6 1.081
11 C -2.3532 -2.9710 3.1793  Cl12 1.767, Cl13 1.785, H14 1.083, H15 1.082
12 Cl -3.9985 -2.7674 3.7914  C11 1.767
13 Cl -2.1343 -2.2140 1.5781  C11 1.785
14 H -1.6779 -2.4744 3.8645  C11 1.083
15 H -2.1356 -4.0273 3.0881  C11 1.082
16 C -0.9458 5.4309 1.9189  Cl17 1.779, Cl18 1.776, H19 1.085, H20 1.082
17 Cl -2.2111 5.6318 3.1537  C16 1.779
18 Cl 0.4955 6.4069 2.2729  C16 1.776
19 H -0.6624 4.3849 1.9629  C16 1.085
20 H -1.3248 5.6345 0.9262  C16 1.082
21 C 4.8400 0.0977 1.7365  Cl22 1.781, Cl23 1.753, H24 1.085, H25 1.085
22 Cl 5.6262 1.6531 2.1025  C21 1.781
23 Cl 5.8420 -0.9263 0.7253  C21 1.753
24 H 4.6112 -0.3637 2.6915  C21 1.085
25 H 3.9029 0.3024 1.2304  C21 1.085
26 C 0.0444 -0.8908 -4.3762  Cl27 1.776, Cl28 1.759, H29 1.084, H30 1.086
27 Cl 1.4612 0.0781 -3.9207  C26 1.776
28 Cl -1.4135 0.0930 -4.3915  C26 1.759
29 H 0.2162 -1.3699 -5.3328  C26 1.084
30 H -0.0679 -1.6499 -3.6083  C26 1.086
31 C -1.7058 2.9012 -2.0923  Cl32 1.760, Cl33 1.772, H34 1.082, H35 1.084
32 Cl -2.4947 3.9899 -0.9559  C31 1.760
33 Cl -1.4926 3.6116 -3.7019  C31 1.772
34 H -0.7421 2.5490 -1.7496  C31 1.082
35 H -2.3813 2.0582 -2.1848  C31 1.084

The LUMO energy is 0.1 eV. For the relative energy (zero: lowest compared OMol25 entry of this formula, charge and spin), the calculation gives 0.00 kJ/mol. Its molar mass is 663.4 Da. The structure (SMILES) is ClC(Cl)Cl.ClC(Cl)Cl.ClCCl.ClCCl.ClCCl.ClCCl.ClCCl. The largest force on an atom comes out at 0.8 eV Å⁻¹. The HOMO-LUMO gap is 0.402 Eh. The calculation puts the HOMO energy at -10.82 eV.

Results of the natural (NBO) charge analysis, in e, for atoms 1 through 8:
1. C -0.29
2. Cl 0.03
3. Cl 0.01
4. Cl 0.02
5. H 0.24
6. C -0.28
7. Cl 0.03
8. Cl 0.00

The ion C10H13N3O with charge +2. Source: OMol25; level of theory: wB97M-V/def2-TZVPD.

Each atom is followed by the atoms it is bonded to, with distances in Å.
Atoms and positions in Å:
1 C 3.9197 -0.6843 -0.1201  C2 1.397, C3 1.366, H15 1.108
2 C 3.8046 0.7002 0.0271  C1 1.397, C4 1.375, H16 1.111
3 C 2.8082 -1.4619 -0.2780  C1 1.366, C6 1.398, H17 1.130
4 C 2.5485 1.2579 0.0666  C2 1.375, N12 1.306, H18 1.108
5 C 0.2458 -1.3972 -0.1407  C6 1.450, N13 1.319, H19 1.096
6 C 1.5634 -0.8292 -0.3507  C3 1.398, C5 1.450, N12 1.363
7 C -2.8546 0.5585 -0.0547  C8 1.326, C9 1.417, H20 1.166
8 C -2.0703 -0.4935 0.1369  C7 1.326, C10 1.504, N13 1.408
9 C -2.5967 1.7770 -0.7306  C7 1.417, H21 1.139, H22 1.173, H23 1.187
10 C -2.6587 -1.8536 0.3928  C8 1.504, H24 1.128, H25 1.105, H26 1.107
11 N 0.2010 1.0780 -0.1119  N12 1.423, N13 1.768, O14 1.301
12 N 1.4946 0.4917 -0.0234  C4 1.306, C6 1.363, N11 1.423
13 N -0.6690 -0.4575 0.0005  C5 1.319, C8 1.408, N11 1.768
14 O -0.0582 2.0292 0.7376  N11 1.301, H27 1.025
15 H 4.8482 -1.2875 -0.0861  C1 1.108
16 H 4.5941 1.4709 -0.1013  C2 1.111
17 H 2.9697 -2.5797 -0.2581  C3 1.130
18 H 2.4082 2.3415 0.2522  C4 1.108
19 H 0.0262 -2.4694 -0.0900  C5 1.096
20 H -3.9278 0.2313 0.2608  C7 1.166
21 H -1.6665 1.7176 -1.3845  C9 1.139
22 H -3.5606 2.0335 -1.3488  C9 1.173
23 H -2.8112 2.6357 0.0607  C9 1.187
24 H -2.7138 -2.4605 -0.5565  C10 1.128
25 H -1.9637 -2.3137 1.1180  C10 1.105
26 H -3.6687 -1.9076 0.8427  C10 1.107
27 H -0.2125 1.8729 1.7393  O14 1.025

The LUMO energy is -9.7 eV. For the relative energy (zero: lowest compared OMol25 entry of this formula, charge and spin), the calculation gives 187.60 kJ/mol. Its molar mass is 191.2 Da. The largest force on an atom comes out at 3.8 eV Å⁻¹. The HOMO-LUMO gap is 0.245 Eh. Its charge is +2. The calculation puts the HOMO energy at -16.42 eV.

Results of the natural (NBO) charge analysis, in e, for atoms 1 through 8:
1. C -0.10
2. C -0.16
3. C -0.15
4. C 0.08
5. C 0.10
6. C 0.15
7. C -0.01
8. C 0.03

A cluster of 4 separate species, C36H76N4O4 in total. Source: OMol25; level of theory: wB97M-V/def2-TZVPD.

Each atom is followed by the atoms it is bonded to, with distances in Å.
Atoms and positions in Å:
1 C 16.6381 14.7738 -16.2034  C2 1.544, H12 1.092, H13 1.089, H14 1.092
2 C 17.1811 15.9398 -17.0583  C1 1.544, C3 1.529, N7 1.467, C11 1.521
3 C 18.4289 15.4743 -17.8099  C2 1.529, C4 1.508, H15 1.102, H16 1.100
4 C 18.1713 14.5443 -18.9686  C3 1.508, C5 1.512, H17 1.101, H18 1.095
5 C 17.2463 15.1928 -19.9738  C4 1.512, C6 1.520, H19 1.093, H20 1.094
6 C 15.9335 15.5927 -19.3201  C5 1.520, N7 1.485, C9 1.537, C10 1.522
7 N 16.2147 16.3578 -18.0792  C2 1.467, C6 1.485, O8 1.429
8 O 15.0103 16.7549 -17.4218  N7 1.429, H30 0.962
9 C 15.1962 16.5721 -20.2476  C6 1.537, H21 1.090, H22 1.089, H23 1.089
10 C 15.0206 14.3950 -19.1019  C6 1.522, H24 1.095, H25 1.095, H26 1.091
11 C 17.5369 17.1221 -16.1695  C2 1.521, H27 1.087, H28 1.097, H29 1.091
12 H 17.3617 14.4794 -15.4411  C1 1.092
13 H 16.3893 13.9480 -16.8684  C1 1.089
14 H 15.6861 14.9769 -15.7084  C1 1.092
15 H 18.9834 16.3812 -18.0999  C3 1.102
16 H 19.1363 15.0660 -17.0735  C3 1.100
17 H 17.7578 13.6127 -18.5532  C4 1.101
18 H 19.1107 14.1507 -19.3706  C4 1.095
19 H 17.0111 14.5082 -20.7926  C5 1.093
20 H 17.7444 16.0644 -20.4078  C5 1.094
21 H 15.7624 17.5014 -20.3100  C9 1.090
22 H 15.1338 16.0518 -21.2019  C9 1.089
23 H 14.1969 16.7983 -19.8776  C9 1.089
24 H 14.1470 14.6473 -18.4920  C10 1.095
25 H 14.5780 13.9953 -20.0199  C10 1.095
26 H 15.4708 13.5623 -18.5599  C10 1.091
27 H 16.7466 17.4219 -15.4861  C11 1.087
28 H 17.7065 17.9913 -16.8173  C11 1.097
29 H 18.4764 16.9279 -15.6494  C11 1.091
30 H 14.7887 17.5581 -17.9024  O8 0.962
31 C 13.0296 8.1415 -15.0778  C32 1.543, H42 1.087, H43 1.101, H44 1.089
32 C 14.4787 8.0350 -15.5977  C31 1.543, C33 1.541, N37 1.469, C41 1.522
33 C 14.6907 6.6501 -16.2393  C32 1.541, C34 1.526, H45 1.095, H46 1.098
34 C 14.2408 6.4902 -17.6891  C33 1.526, C35 1.527, H47 1.097, H48 1.091
35 C 14.5312 7.7089 -18.5626  C34 1.527, C36 1.529, H49 1.094, H50 1.093
36 C 14.2802 9.0818 -17.9392  C35 1.529, N37 1.448, C39 1.527, C40 1.535
37 N 14.7650 9.0945 -16.5748  C32 1.469, C36 1.448, O38 1.419
38 O 14.5543 10.3743 -15.9989  N37 1.419, H60 0.962
39 C 15.1159 10.0823 -18.7346  C36 1.527, H51 1.096, H52 1.093, H53 1.090
40 C 12.8046 9.4651 -18.1215  C36 1.535, H54 1.097, H55 1.088, H56 1.094
41 C 15.4552 8.2170 -14.4451  C32 1.522, H57 1.098, H58 1.095, H59 1.088
42 H 12.8084 9.1662 -14.7910  C31 1.087
43 H 12.9684 7.5143 -14.1755  C31 1.101
44 H 12.2824 7.6881 -15.7280  C31 1.089
45 H 15.6972 6.2699 -16.0360  C33 1.095
46 H 14.0917 5.9690 -15.6202  C33 1.098
47 H 13.1701 6.2586 -17.6389  C34 1.097
48 H 14.6799 5.6011 -18.1437  C34 1.091
49 H 13.8897 7.6000 -19.4414  C35 1.094
50 H 15.5702 7.6529 -18.8967  C35 1.093
51 H 16.1873 9.8826 -18.6190  C39 1.096
52 H 14.9596 9.9996 -19.8129  C39 1.093
53 H 14.9275 11.1058 -18.4120  C39 1.090
54 H 12.1463 8.6425 -17.8155  C40 1.097
55 H 12.4797 10.3618 -17.5981  C40 1.088
56 H 12.5812 9.5808 -19.1860  C40 1.094
57 H 15.6428 7.2872 -13.8922  C41 1.098
58 H 15.0070 8.8446 -13.6675  C41 1.095
59 H 16.4362 8.5834 -14.7391  C41 1.088
60 H 15.4411 10.7092 -15.8375  O38 0.962
61 C 8.7212 16.7215 -23.4173  C62 1.536, H72 1.092, H73 1.089, H74 1.096
62 C 9.4796 15.4028 -23.6264  C61 1.536, C63 1.524, N67 1.441, C71 1.556
63 C 9.4732 15.1443 -25.1285  C62 1.524, C64 1.527, H75 1.094, H76 1.092
64 C 10.5306 14.1419 -25.5846  C63 1.527, C65 1.516, H77 1.088, H78 1.099
65 C 11.8975 14.4623 -25.0136  C64 1.516, C66 1.518, H79 1.095, H80 1.095
66 C 11.8954 14.6370 -23.5060  C65 1.518, N67 1.464, C69 1.540, C70 1.528
67 N 10.8281 15.5728 -23.1469  C62 1.441, C66 1.464, O68 1.425
68 O 10.8212 15.8328 -21.7457  N67 1.425, H90 0.961
69 C 11.7754 13.2861 -22.7773  C66 1.540, H81 1.091, H82 1.091, H83 1.090
70 C 13.2241 15.2632 -23.0858  C66 1.528, H84 1.092, H85 1.094, H86 1.089
71 C 8.6798 14.3069 -22.8650  C62 1.556, H87 1.089, H88 1.088, H89 1.094
72 H 8.8326 17.0803 -22.3915  C61 1.092
73 H 7.6591 16.6536 -23.6475  C61 1.089
74 H 9.1124 17.5279 -24.0483  C61 1.096
75 H 8.5124 14.7033 -25.4101  C63 1.094
76 H 9.5674 16.0649 -25.7085  C63 1.092
77 H 10.4928 14.0288 -26.6656  C64 1.088
78 H 10.2475 13.1763 -25.1428  C64 1.099
79 H 12.2998 15.3503 -25.5112  C65 1.095
80 H 12.5549 13.6271 -25.2749  C65 1.095
81 H 11.6250 13.4507 -21.7090  C69 1.091
82 H 10.9195 12.7053 -23.1242  C69 1.091
83 H 12.6920 12.7095 -22.9041  C69 1.090
84 H 13.3769 16.2450 -23.5387  C70 1.092
85 H 13.1858 15.5020 -22.0187  C70 1.094
86 H 14.0441 14.5531 -23.1764  C70 1.089
87 H 7.6511 14.6281 -22.7087  C71 1.089
88 H 9.1455 14.1280 -21.8983  C71 1.088
89 H 8.6061 13.3570 -23.4024  C71 1.094
90 H 11.1819 16.7219 -21.6939  O68 0.961
91 C 21.9019 11.3359 -16.3513  C92 1.559, H102 1.089, H103 1.089, H104 1.091
92 C 21.3696 11.1692 -14.8956  C91 1.559, C93 1.518, N97 1.444, C101 1.539
93 C 22.5336 10.8460 -13.9763  C92 1.518, C94 1.516, H105 1.100, H106 1.096
94 C 23.3806 12.0394 -13.5786  C93 1.516, C95 1.526, H107 1.094, H108 1.094
95 C 22.5029 13.1399 -12.9893  C94 1.526, C96 1.539, H109 1.089, H110 1.101
96 C 21.2965 13.5191 -13.8655  C95 1.539, N97 1.447, C99 1.521, C100 1.558
97 N 20.6689 12.3184 -14.3726  C92 1.444, C96 1.447, O98 1.399
98 O 19.4164 12.5548 -14.9485  N97 1.399, H120 0.972
99 C 20.2996 14.2974 -13.0213  C96 1.521, H111 1.096, H112 1.086, H113 1.091
100 C 21.8019 14.4628 -14.9969  C96 1.558, H114 1.091, H115 1.093, H116 1.092
101 C 20.4038 9.9708 -14.8736  C92 1.539, H117 1.090, H118 1.089, H119 1.091
102 H 22.3066 12.3398 -16.4735  C91 1.089
103 H 21.1428 11.0894 -17.0915  C91 1.089
104 H 22.7416 10.6590 -16.5172  C91 1.091
105 H 22.2223 10.3080 -13.0692  C93 1.100
106 H 23.1570 10.0578 -14.4141  C93 1.096
107 H 24.0011 12.4166 -14.3965  C94 1.094
108 H 24.0634 11.7085 -12.7906  C94 1.094
109 H 23.0868 14.0061 -12.6827  C95 1.089
110 H 22.0314 12.7271 -12.0846  C95 1.101
111 H 19.7153 14.9703 -13.6598  C99 1.096
112 H 19.5684 13.6680 -12.5218  C99 1.086
113 H 20.8610 14.9535 -12.3551  C99 1.091
114 H 22.7648 14.1354 -15.3906  C100 1.091
115 H 21.0604 14.5148 -15.7984  C100 1.093
116 H 21.9767 15.4710 -14.6148  C100 1.092
117 H 20.9332 9.0233 -14.9727  C101 1.090
118 H 19.6689 10.0514 -15.6727  C101 1.089
119 H 19.8800 10.0011 -13.9169  C101 1.091
120 H 19.5881 13.0198 -15.7847  O98 0.972

The LUMO energy is 0.6 eV. For the relative energy (zero: lowest compared OMol25 entry of this formula, charge and spin), the calculation gives 1.85 kJ/mol. Its molar mass is 629.0 Da. The structure (SMILES) is CC1(C)CCCC(C)(C)N1O.CC1(C)CCCC(C)(C)N1O.CC1(C)CCCC(C)(C)N1O.CC1(C)CCCC(C)(C)N1O. The largest force on an atom comes out at 1.5 eV Å⁻¹. The HOMO-LUMO gap is 0.321 Eh. The calculation puts the HOMO energy at -8.17 eV.

Results of the Löwdin charge analysis, in e, for atoms 1 through 8:
1. C -0.01
2. C -0.52
3. C -0.15
4. C -0.18
5. C -0.13
6. C -0.51
7. N -0.09
8. O -0.02